Entry 1:
{
  "formula": "C5H12N2O",
  "method": "ωB97M-V with the def2-TZVPD basis set",
  "de_lowest_kj_mol": 334.3,
  "largest_force_ev_per_a": 2.144,
  "lumo_energy_ev": 0.717,
  "orbital_gap_ev": 9.224,
  "e_tot_ha": -382.37521,
  "smiles": "C=NC(=C)CCN.O",
  "species": ["C", "N", "C", "C", "C", "C", "N", "H", "H", "H", "H", "H", "H", "H", "H", "H", "H", "O", "H", "H"],
  "xyz": [[1.710, -1.454, -0.706], [1.546, -0.725, 0.307], [1.077, 0.586, 0.374], [1.937, 1.474, 0.901], [-0.418, 0.790, 0.240], [-0.850, 1.961, -0.616], [-0.724, 3.303, 0.038], [1.520, -1.098, -1.741], [2.392, -2.291, -0.652], [1.732, 2.493, 1.211], [2.939, 1.139, 1.122], [-0.697, 0.785, 1.294], [-0.889, -0.130, -0.153], [-1.922, 1.874, -0.912], [-0.295, 2.031, -1.550], [-0.058, 3.868, -0.458], [-0.630, 3.146, 1.026], [-3.051, -4.925, -0.344], [-3.359, -5.831, -0.303], [-2.624, -4.691, 0.466]]
}


Entry 2:
{
  "formula": "C3H9N2Se",
  "method": "ωB97M-V with the def2-TZVPD basis set",
  "de_lowest_kj_mol": 0.0,
  "charge": 1,
  "largest_force_ev_per_a": 0.874,
  "lumo_energy_ev": -4.275,
  "orbital_gap_ev": 9.378,
  "e_tot_ha": -2630.38673,
  "smiles": "NCC[Se]C=[NH2+]",
  "species": ["N", "C", "C", "Se", "C", "N", "H", "H", "H", "H", "H", "H", "H", "H", "H"],
  "xyz": [[-1.347, -0.226, -0.604], [-1.279, 1.201, -0.335], [-0.120, 1.486, 0.615], [1.541, 0.736, -0.116], [1.271, -1.002, 0.303], [2.044, -1.991, -0.077], [-1.897, -0.704, 0.104], [-1.791, -0.402, -1.497], [-2.191, 1.605, 0.120], [-1.117, 1.726, -1.278], [0.038, 2.559, 0.726], [-0.277, 1.039, 1.596], [0.402, -1.251, 0.894], [2.875, -1.826, -0.631], [1.849, -2.950, 0.179]]
}